A molecular structure, C25H18BrClNaO2PSe3Te, computed with the ωB97M-V functional and the def2-TZVPD basis.

LUMO (eV): 3.701
Calculated total energy (hartree): -12124.33765
Molar mass (g/mol): 884.22
Energy above the lowest of the compared OMol25 structures with the same formula, charge and spin (kcal per mole): 9.5
HOMO level (eV): -0.388
Net charge: -2

Each line ends with the Löwdin charge.
CARTESIAN COORDINATES (ANGSTROEM)
Na 1.039 -0.049 -3.088  0.034
Cl 0.425 -4.133 -1.734  0.679
C -1.057 -3.949 -0.852  -0.649
C -1.932 -5.024 -0.790  -0.117
C -3.120 -4.898 -0.092  -0.105
C -3.425 -3.700 0.542  -0.100
C -2.539 -2.636 0.479  -0.083
C -1.333 -2.735 -0.221  -0.387
P -0.146 -1.352 -0.403  1.120
C -0.971 -0.058 0.594  -0.377
C -0.734 0.154 1.950  -0.078
C -1.383 1.176 2.628  -0.098
C -2.277 1.999 1.959  -0.106
C -2.511 1.802 0.606  -0.079
C -1.858 0.783 -0.074  -0.103
C 1.181 -1.953 0.712  -0.377
C 0.966 -2.870 1.739  -0.107
C 2.021 -3.322 2.517  -0.100
C 3.307 -2.857 2.273  -0.106
C 3.528 -1.940 1.259  -0.074
C 2.471 -1.488 0.479  -0.075
H -1.668 -5.941 -1.299  0.098
H -3.805 -5.735 -0.048  0.094
H -4.353 -3.588 1.090  0.094
H -2.785 -1.710 0.979  0.097
H -0.023 -0.469 2.475  0.098
H -1.175 1.335 3.680  0.094
H -2.768 2.810 2.484  0.094
H -3.179 2.460 0.065  0.103
H -2.003 0.675 -1.141  0.109
H -0.033 -3.247 1.927  0.104
H 1.839 -4.040 3.307  0.092
H 4.137 -3.215 2.871  0.091
H 4.527 -1.573 1.057  0.103
H 2.643 -0.752 -0.296  0.091
Se 1.501 -2.411 -4.651  -0.339
Se 2.523 -1.211 -6.456  -0.382
Te 1.774 1.210 -6.008  0.035
Se 3.831 2.564 -5.592  -0.586
Br -0.336 7.172 -2.148  0.677
C 0.142 5.746 -0.978  -0.679
C 0.273 6.013 0.376  -0.159
C 0.624 4.974 1.225  -0.092
C 0.841 3.702 0.720  -0.031
C 0.689 3.447 -0.637  -0.109
C 0.335 4.479 -1.499  -0.054
C 0.851 2.024 -1.155  -0.639
O 1.569 1.249 -0.484  -0.036
O 0.204 1.751 -2.195  -0.089
H 0.104 7.013 0.752  0.085
H 0.728 5.164 2.287  0.094
H 1.128 2.881 1.363  0.111
H 0.214 4.272 -2.554  0.119

Cartesian forces, eV/Å:
0.243 -0.209 -0.302
-0.096 -0.033 0.018
0.088 -0.020 -0.026
0.125 0.057 -0.063
-0.085 0.014 0.059
-0.043 -0.057 0.001
0.100 -0.082 -0.120
-0.280 -0.074 0.169
0.219 0.249 -0.206
-0.010 -0.040 0.112
-0.030 0.011 -0.020
0.040 -0.037 0.017
-0.022 0.053 0.037
-0.027 0.007 -0.060
-0.015 0.031 0.032
-0.028 0.015 0.023
-0.003 -0.042 0.006
0.008 0.004 0.004
0.033 -0.043 0.068
-0.036 0.061 -0.078
0.129 0.002 0.050
-0.032 -0.008 0.015
-0.021 0.010 0.009
-0.003 -0.036 -0.008
0.007 0.038 0.017
0.016 -0.023 0.008
-0.016 0.018 -0.007
-0.005 -0.002 -0.010
0.002 0.010 0.018
0.012 -0.029 -0.008
-0.012 0.000 -0.006
0.011 0.000 -0.001
-0.008 -0.001 0.006
0.007 -0.011 0.019
-0.029 -0.016 -0.001
0.152 0.139 -0.178
-0.303 0.024 0.395
0.243 -0.074 -0.116
-0.141 -0.094 0.005
-0.011 0.036 -0.010
0.012 -0.058 0.038
-0.024 0.053 -0.044
0.005 -0.002 0.024
0.059 -0.012 0.015
-0.008 -0.067 0.150
-0.045 0.026 -0.007
-0.021 -0.074 0.009
-0.128 0.092 -0.217
-0.036 0.239 0.180
0.006 0.004 -0.003
0.001 0.007 0.001
-0.008 -0.019 -0.015
0.006 -0.037 0.003